# 1
{"formula": "H18O9", "method": "ωB97M-V/def2-TZVPD", "elements": ["O", "H", "H", "O", "H", "H", "O", "H", "H", "O", "H", "H", "O", "H", "H", "O", "H", "H", "O", "H", "H", "O", "H", "H", "O", "H", "H"], "xyz": [[0.8964, -0.3820, -1.1730], [0.8397, 0.5029, -0.7953], [0.0151, -0.5418, -1.5291], [-2.2302, -3.3904, 0.8132], [-1.6919, -4.1344, 1.1059], [-1.6633, -2.9215, 0.1905], [1.2843, 3.9708, -1.2215], [1.9448, 4.0593, -1.9178], [1.3760, 3.0580, -0.9260], [-2.8496, -2.1240, -1.6858], [-3.2459, -1.3122, -2.0219], [-2.4068, -2.5039, -2.4530], [-2.5642, 1.2919, 1.6829], [-3.5266, 1.3408, 1.6664], [-2.3536, 0.5999, 1.0458], [-2.4388, 2.3433, -0.6224], [-1.7814, 2.4665, 0.0716], [-2.3436, 3.1258, -1.1770], [5.3970, -1.0929, 0.0948], [4.5507, -1.2328, -0.3448], [6.0434, -1.1471, -0.6181], [1.8121, -2.1980, 0.1522], [2.2793, -1.3910, 0.3964], [1.1430, -1.9010, -0.4747], [0.5724, 0.8312, 3.4366], [-0.1601, 1.0459, 2.8482], [1.1017, 1.6365, 3.4557]], "forces_ev_per_a": [[-0.712, 1.184, -0.882], [-0.041, -0.111, 0.038], [-0.122, 0.161, -0.150], [0.243, -0.167, 0.056], [-0.044, 0.094, 0.094], [-0.239, 0.001, -0.004], [0.009, -0.207, -0.031], [-0.052, 0.057, 0.042], [0.050, 0.170, -0.013], [0.282, 0.255, -0.224], [-0.058, -0.014, 0.064], [-0.112, -0.096, 0.016], [0.256, -0.382, 0.496], [0.127, 0.091, -0.016], [-0.178, -0.073, 0.091], [0.311, 0.343, -0.656], [-0.347, 0.026, 0.197], [-0.022, -0.076, -0.119], [-0.030, 0.093, -0.189], [0.034, -0.146, 0.043], [-0.028, -0.005, 0.109], [0.488, -1.053, 0.539], [-0.294, -0.194, 0.020], [0.582, 0.012, 0.465], [0.100, 0.191, -0.226], [-0.185, -0.064, 0.149], [-0.018, -0.092, 0.090]], "e_lumo_ev": -0.4, "total_charge": 0, "e_above_lowest_ev": 3.4105, "max_force_ev_per_a": 1.6, "smiles": "O.O.O.O.O.O.O.O.O", "homo_ev": -10.8949, "gap_ev": 10.46}


# 2
{"formula": "H18O9", "method": "ωB97M-V/def2-TZVPD", "elements": ["O", "H", "H", "O", "H", "H", "O", "H", "H", "O", "H", "H", "O", "H", "H", "O", "H", "H", "O", "H", "H", "O", "H", "H", "O", "H", "H"], "xyz": [[-2.9985, 0.6148, -3.4956], [-3.1410, -0.2920, -3.2244], [-2.8360, 1.0868, -2.6788], [-4.5154, -2.2405, 2.2581], [-4.9537, -1.9967, 1.4428], [-3.6174, -1.9266, 2.1509], [3.9295, 2.7400, 3.4948], [3.5133, 2.4907, 2.6697], [4.0089, 3.6926, 3.4453], [3.2458, -2.1896, -1.4728], [3.7272, -1.7631, -2.1817], [3.9240, -2.4813, -0.8636], [1.3616, -5.3674, -2.3372], [1.9656, -6.0542, -2.6194], [1.9150, -4.5957, -2.2168], [0.4000, -0.3939, 1.2783], [0.2700, 0.4084, 0.7726], [0.9246, -0.9551, 0.7073], [-2.6380, 2.9737, -0.2507], [-2.5407, 3.8642, -0.5879], [-2.8784, 3.0900, 0.6685], [-0.9041, 0.8501, 4.6731], [-1.6844, 1.2853, 4.3297], [-0.4162, 0.5824, 3.8943], [1.3959, 2.2113, -2.9042], [1.2515, 1.4274, -3.4341], [1.2909, 2.9385, -3.5177]], "forces_ev_per_a": [[0.025, 0.058, -0.256], [-0.044, -0.236, 0.024], [0.045, 0.221, 0.286], [-0.121, -0.074, 0.165], [-0.149, 0.031, -0.192], [0.288, 0.046, 0.029], [0.089, -0.124, 0.150], [-0.122, -0.124, -0.192], [0.036, 0.242, 0.038], [-0.314, -0.133, 0.004], [0.090, 0.153, -0.213], [0.169, -0.086, 0.223], [-0.218, -0.064, 0.009], [0.101, -0.206, -0.070], [0.146, 0.360, 0.085], [-0.158, 0.043, 0.329], [-0.048, 0.236, -0.189], [0.176, -0.213, -0.150], [0.054, -0.262, -0.138], [0.044, 0.222, -0.141], [-0.092, -0.015, 0.235], [0.003, 0.047, 0.227], [-0.207, 0.081, -0.022], [0.232, -0.188, -0.259], [0.102, 0.007, 0.265], [-0.089, -0.228, -0.116], [-0.036, 0.205, -0.132]], "e_lumo_ev": -0.1, "total_charge": 0, "e_above_lowest_ev": 2.9811, "max_force_ev_per_a": 0.4, "smiles": "O.O.O.O.O.O.O.O.O", "homo_ev": -11.2835, "gap_ev": 11.23}


# 3
{"formula": "H18O9", "method": "ωB97M-V/def2-TZVPD", "elements": ["O", "H", "H", "O", "H", "H", "O", "H", "H", "O", "H", "H", "O", "H", "H", "O", "H", "H", "O", "H", "H", "O", "H", "H", "O", "H", "H"], "xyz": [[-1.2022, -1.2326, -3.5948], [-0.8218, -1.0695, -4.4579], [-1.3483, -0.3605, -3.2282], [1.2438, -1.0770, -1.3355], [1.7995, -1.7736, -0.9862], [0.9853, -1.3883, -2.2030], [-0.6310, 0.0948, -0.0396], [-0.1218, -0.4342, -0.6537], [-0.1476, 0.0377, 0.7846], [-2.2679, 2.1796, -0.7730], [-2.0838, 1.2656, -0.5565], [-2.3634, 2.6127, 0.0752], [0.5671, 2.4230, -1.5793], [0.6466, 1.5730, -2.0123], [0.2199, 2.2185, -0.7111], [2.5152, 1.7769, 1.5671], [2.2039, 0.8980, 1.7835], [3.3226, 1.8765, 2.0715], [1.1339, -1.0137, 2.0289], [1.7508, -1.2448, 1.3344], [1.1848, -1.7426, 2.6473], [-3.0005, -2.8220, -0.9681], [-3.7120, -2.4437, -0.4514], [-2.2585, -2.2356, -0.8201], [0.5672, 0.9433, 3.9996], [0.4287, 0.0857, 3.5975], [1.3898, 0.8527, 4.4807]], "forces_ev_per_a": [[0.370, -0.282, 0.294], [0.020, 0.033, -0.316], [-0.247, 0.369, 0.101], [0.527, -0.136, -0.182], [0.167, -0.224, -0.003], [-0.266, -0.165, -0.538], [-1.079, 0.320, 0.341], [0.410, -0.228, -0.071], [-0.006, -0.062, 0.309], [-0.534, 0.397, -0.291], [0.326, -0.313, 0.208], [-0.063, 0.132, 0.172], [0.466, 0.375, -0.424], [0.058, -0.135, 0.056], [-0.265, -0.129, 0.141], [0.091, 0.097, -0.317], [-0.273, -0.124, 0.277], [0.197, 0.122, 0.100], [0.075, 0.021, -0.058], [0.174, -0.056, -0.265], [-0.038, -0.334, 0.192], [-0.012, -0.283, -0.085], [-0.190, 0.095, 0.116], [0.215, 0.234, 0.013], [-0.265, 0.178, 0.250], [-0.047, 0.014, -0.161], [0.188, 0.081, 0.143]], "e_lumo_ev": -0.6, "total_charge": 0, "e_above_lowest_ev": 2.8789, "max_force_ev_per_a": 1.2, "smiles": "O.O.O.O.O.O.O.O.O", "homo_ev": -10.0624, "gap_ev": 9.47}